Density functional theory data (the ωB97M-V functional and the def2-TZVPD basis) for a gas-phase ion, C7H11N3O4 (charge +2).

Structure (XYZ):
```
25
Properties=species:S:1:pos:R:3:lowdin_charge:R:1
O 0.805 -1.947 -0.071 -0.01
O -3.625 1.304 -1.649 0.24
O -1.493 0.572 -1.571 0.14
O 1.910 -1.940 -2.095 0.06
N 0.836 0.315 -1.188 0.19
N -1.853 0.637 1.412 0.12
N 1.802 0.108 1.042 0.15
C -0.317 0.485 -0.618 -0.09
C -2.834 1.388 0.568 0.03
C 2.035 -1.644 -0.737 -0.36
C 0.641 0.510 1.529 0.06
C -0.529 0.524 0.766 -0.11
C 1.981 -0.105 -0.378 -0.18
C -2.696 1.067 -0.947 -0.35
H -2.656 2.535 0.676 0.20
H -2.362 -0.175 1.663 0.17
H -1.472 0.852 2.449 0.26
H -3.841 1.190 0.856 0.15
H 0.738 -2.932 -0.005 0.16
H 0.742 0.807 2.573 0.18
H 2.967 -2.015 -0.195 0.19
H 2.747 -2.272 -2.488 0.15
H 2.926 0.512 -0.813 0.23
H 0.858 0.207 -2.240 0.23
H 2.691 0.015 1.461 0.17
```

LUMO in eV: -8.639
SMILES string: O=C1C[NH2+]C2=CN[C@@H](C(O)O)[NH+]=C2O1
ΔE to the lowest compared entry with this formula, charge and spin in kJ/mol: 0.0
Charge: +2
Frontier orbital gap in eV: 8.71

=====

Density functional theory data (the ωB97M-V functional and the def2-TZVPD basis) for a molecular structure, C7H10HfN2O2.

Structure (XYZ):
```
22
Properties=species:S:1:pos:R:3:lowdin_charge:R:1
Hf 0.941 -0.405 -0.277 1.44
O 1.183 0.002 3.165 0.06
O 1.472 0.921 1.184 -0.32
N 1.073 -0.151 1.984 -0.26
N 2.210 -2.065 0.200 -0.33
C -0.895 -1.545 -1.439 -0.24
C -1.913 -0.587 0.416 -0.14
C -0.506 -2.294 -0.261 -0.27
C -0.438 2.220 -0.925 0.01
C 0.508 1.535 -1.665 -0.23
C -1.082 -1.649 0.887 -0.17
C -1.772 -0.499 -0.996 -0.21
H -2.630 -0.035 1.023 0.10
H -2.263 0.243 -1.619 0.09
H 2.996 -2.446 -0.342 -0.17
H -1.487 2.275 -1.236 0.08
H -1.054 -2.001 1.914 0.11
H -0.651 -1.786 -2.473 0.10
H -0.164 2.997 -0.199 0.09
H 0.176 1.084 -2.628 0.09
H 1.553 1.949 -1.612 0.09
H 0.038 -3.237 -0.238 0.09
```

LUMO (spin up / spin down) in eV: -1.494 / -1.494
Frontier orbital gap (spin up / spin down) in eV: 5.17 / 5.17

=====

Density functional theory data (the ωB97M-V functional and the def2-TZVPD basis) for a gas-phase ion, C6H6N (charge +1).

Structure (XYZ):
```
13
Properties=species:S:1:pos:R:3:mulliken_spin:R:1
N -1.971 -0.377 -0.109 0.00
C 1.636 -0.951 0.121 0.77
C 0.272 0.652 0.391 0.04
C -0.744 0.385 -0.562 -0.01
C 2.606 -0.108 0.340 0.11
C 0.749 -0.385 -0.908 0.28
C 1.534 0.833 -0.346 0.79
H -1.028 1.195 -1.323 0.00
H -1.747 -1.150 0.422 0.00
H -2.575 0.208 0.536 0.00
H 3.481 0.071 0.908 0.00
H 0.340 0.327 1.426 0.02
H -2.553 -0.701 -0.897 0.00
```

LUMO (spin up / spin down) in eV: -4.196 / -5.995
Spin multiplicity: 3
ΔE to the lowest compared entry with this formula, charge and spin in kJ/mol: 506.4
Charge: +1
Frontier orbital gap (spin up / spin down) in eV: 6.69 / 6.92

=====

Density functional theory data (the ωB97M-V functional and the def2-TZVPD basis) for a molecular structure, C5H4.

Structure (XYZ):
```
9
Properties=species:S:1:pos:R:3:lowdin_charge:R:1
C 1.200 -0.082 -0.067 -0.24
C -1.300 0.009 0.013 -0.12
C 2.162 -0.621 0.469 0.09
C -2.393 -0.469 0.209 0.11
C -0.001 0.660 -0.226 -0.20
H 2.941 -1.293 0.198 0.02
H 0.849 1.143 0.570 0.19
H -3.361 -0.877 0.442 0.03
H -0.076 1.525 -0.874 0.11
```

LUMO in eV: 0.810
ΔE to the lowest compared entry with this formula, charge and spin in kJ/mol: 269.7
Frontier orbital gap in eV: 9.69

=====

Density functional theory data (the ωB97M-V functional and the def2-TZVPD basis) for 9 unconnected molecules or ions with the total composition C10H36NO10.

Structure (XYZ):
```
57
Properties=species:S:1:pos:R:3:lowdin_charge:R:1
O 0.439 -3.457 -0.530 -0.05
O -4.644 -1.414 -0.767 -0.07
O 2.027 4.638 0.601 -0.05
O 3.413 -0.439 -0.898 -0.13
O -1.797 -0.728 3.830 -0.09
O 2.150 -0.752 -5.296 -0.14
O 2.196 2.306 -2.754 -0.10
O 1.154 -0.154 -3.411 -0.21
O -0.228 0.513 1.503 -0.05
O 3.146 -1.214 -3.338 -0.17
N 0.761 -0.712 -0.733 0.26
C -3.487 -2.167 3.023 -0.05
C -2.063 -2.127 3.529 -0.47
C -3.980 -0.909 -1.948 -0.49
C -4.099 0.582 -2.016 -0.07
C -2.543 -1.376 -1.846 -0.05
C 2.144 -0.740 -4.023 -0.93
C 4.284 4.501 1.492 -0.07
C -1.005 -2.669 2.592 -0.05
C 3.109 2.533 0.361 -0.06
C 2.949 3.760 1.226 -0.50
H 3.125 2.079 -2.674 0.01
H -1.265 -2.437 1.557 0.07
H 1.177 -3.645 -1.130 0.08
H -5.109 0.981 -2.135 0.07
H -1.967 -2.581 4.521 0.13
H 2.157 2.000 0.328 0.07
H -3.764 -3.217 2.889 0.09
H -3.533 0.973 -2.864 0.09
H 4.890 3.803 2.081 0.07
H -1.967 -1.274 -2.765 0.10
H -2.552 -0.403 4.326 0.08
H -0.466 1.447 1.499 0.07
H 3.355 2.766 -0.670 0.07
H 4.263 5.422 2.076 0.06
H 4.347 -0.277 -0.752 0.04
H -3.628 -1.644 2.078 0.08
H 1.688 5.210 1.296 0.08
H 0.076 -4.320 -0.312 0.05
H 0.200 -0.173 -0.063 0.06
H 3.755 1.792 0.834 0.08
H 1.745 1.438 -2.885 -0.01
H -2.090 -0.876 -0.987 0.07
H -4.475 -1.303 -2.842 0.13
H -1.053 -3.752 2.709 0.09
H 4.862 4.678 0.584 0.08
H -5.590 -1.415 -0.935 0.08
H -4.141 -1.747 3.790 0.08
H 3.349 -0.699 -1.870 -0.02
H -2.480 -2.435 -1.586 0.08
H 2.574 3.482 2.219 0.13
H -0.004 -2.272 2.748 0.09
H 0.555 -0.560 -1.724 0.07
H 0.643 -1.708 -0.523 0.06
H -3.719 1.059 -1.109 0.08
H -0.650 0.153 2.295 0.02
H 1.766 -0.518 -0.602 0.06
```

LUMO in eV: 1.931
ΔE to the lowest compared entry with this formula, charge and spin in kJ/mol: 0.0
Charge: -1
Frontier orbital gap in eV: 4.24

=====

Density functional theory data (the ωB97M-V functional and the def2-TZVPD basis) for a molecular structure, C27H21F10N5O4SSn.

Structure (XYZ):
```
69
Properties=species:S:1:pos:R:3:lowdin_charge:R:1
Sn -1.290 -0.684 -0.810 1.26
S 1.369 -2.084 -3.275 0.53
F -3.832 -1.022 -2.598 -0.04
F 5.129 -5.563 -0.286 0.08
F -4.647 0.437 0.482 0.15
F 2.997 -4.437 -4.301 0.05
F 3.882 -3.480 0.963 0.09
F 4.655 -6.001 -2.934 0.08
F 2.207 -1.900 -0.371 0.06
F -3.827 1.114 -2.063 -0.03
F -4.775 -1.642 -0.147 0.12
F -5.968 -0.126 -1.131 0.09
O -1.728 1.494 0.912 -0.13
O -1.279 -3.537 0.137 0.03
O -2.856 -4.723 1.154 0.07
O -2.477 2.207 2.936 0.04
N 2.300 0.784 -4.248 0.16
N -2.180 -1.213 1.496 0.04
N -0.946 1.142 -2.936 0.15
N 0.480 2.249 -4.644 0.10
N 2.425 2.473 -5.817 0.12
C -3.577 -0.152 -1.552 -0.49
C 3.168 -4.159 -2.999 -0.27
C 2.226 2.474 3.793 -0.10
C 0.930 2.665 1.744 -0.15
C 0.567 4.184 3.603 -0.10
C 1.555 3.558 4.346 -0.13
C -0.404 0.935 0.550 -0.33
C 4.036 -4.982 -2.308 -0.17
C -0.249 1.606 -3.735 -0.33
C 1.912 2.037 2.516 -0.04
C -0.060 3.233 -0.496 -0.05
C -2.156 -3.568 0.957 -0.48
C 3.646 -3.709 -0.339 -0.16
C -2.500 -0.162 2.413 -0.22
C 2.492 -3.082 -2.410 -0.60
C 0.262 3.743 2.322 -0.04
C -2.573 -2.445 1.859 -0.27
C -3.525 -1.768 3.945 -0.12
C 4.284 -4.764 -0.966 -0.17
C -4.738 -0.365 -0.583 -0.60
C -3.242 -2.807 3.006 -0.07
C 1.792 1.577 -0.364 -0.05
C 2.777 -2.901 -1.048 -0.25
C 1.695 1.805 -4.854 -0.52
C -2.212 1.114 2.112 -0.41
C 0.553 2.125 0.360 -0.49
C -3.159 -0.504 3.674 -0.05
H 3.135 0.409 -4.665 0.10
H 1.796 3.903 5.345 0.08
H -0.184 2.889 -1.518 0.04
H -2.398 1.913 3.848 0.07
H -1.046 3.519 -0.135 0.08
H 2.992 1.959 4.361 0.09
H 0.592 4.113 -0.495 0.09
H -4.033 -1.999 4.876 0.08
H 0.015 5.017 4.023 0.09
H -0.073 0.362 1.425 0.09
H 2.033 3.373 -6.040 0.09
H 2.186 0.677 0.110 0.06
H -3.505 -3.835 3.189 0.08
H 3.424 2.467 -5.695 0.08
H -0.534 4.231 1.777 0.10
H 1.796 0.085 -3.681 -0.04
H 2.432 1.175 2.118 0.11
H -2.477 -5.327 0.502 0.11
H 2.593 2.323 -0.411 0.09
H 1.514 1.291 -1.378 0.06
H -3.399 0.282 4.379 0.09
```

LUMO in eV: 4.147
ΔE to the lowest compared entry with this formula, charge and spin in kJ/mol: 228.5
Charge: -2
Frontier orbital gap in eV: 4.63

=====

Density functional theory data (the ωB97M-V functional and the def2-TZVPD basis) for a molecular structure, C8H9N6O6Yb.

Structure (XYZ):
```
30
Properties=species:S:1:pos:R:3:mulliken_spin:R:1
Yb 0.478 -0.105 0.031 1.00
O -2.853 -2.008 -1.054 0.00
O 0.603 2.391 0.293 0.00
O -0.680 -1.324 -1.370 0.00
O -0.291 4.388 -0.402 0.00
O -0.291 -1.252 1.916 0.00
O 0.550 -3.310 2.143 0.00
N 2.749 -3.707 0.616 0.00
N 3.630 -1.659 -0.067 0.00
N 0.605 -2.123 1.710 0.00
N 1.708 -1.611 1.064 0.00
N -1.488 1.118 -0.242 0.00
N 3.445 -0.287 -0.097 0.00
C 2.744 -2.328 0.661 0.00
C -2.428 0.282 -0.691 0.00
C -0.355 3.079 -0.080 0.00
C -1.655 2.429 -0.214 0.00
C -3.749 0.810 -0.852 0.00
C -3.999 2.181 -0.709 0.00
C -1.976 -1.135 -1.122 0.00
C -2.912 3.027 -0.434 0.00
H 4.432 -2.110 -0.477 0.00
H 3.604 -4.172 0.336 0.00
H -4.444 0.072 -1.097 0.00
H 4.186 0.137 -0.657 0.00
H -2.998 4.126 -0.413 0.00
H 2.251 -4.206 1.367 0.00
H 3.581 0.045 0.878 0.00
H -5.056 2.546 -0.782 0.00
H 0.607 4.704 -0.254 0.00
```

LUMO (spin up / spin down) in eV: -8.341 / -8.548
Spin multiplicity: 2
Charge: +2
Frontier orbital gap (spin up / spin down) in eV: 7.62 / 7.41